No. 1
This record from OMol25 describes a cluster of 10 separate species, C30H80O10 in total in a non-equilibrium geometry. The level of theory is wB97M-V/def2-TZVPD.

CARTESIAN COORDINATES (ANGSTROEM)
C1 7.73869 5.62784 3.30879
C2 7.42333 6.07223 1.86573
C3 6.19999 5.46088 1.24637
O1 7.21300 7.50285 1.91686
H1 8.37324 6.32499 3.85601
H2 8.33754 4.71734 3.33032
H3 6.83500 5.44342 3.88967
H4 8.21455 6.00953 1.11864
H5 6.14284 4.37930 1.12390
H6 6.09746 5.86105 0.23769
H7 5.27406 5.81880 1.69653
H8 6.28671 7.63599 2.13100
C4 1.74452 -6.04085 6.18488
C5 1.47143 -5.32054 4.91259
C6 2.27620 -5.79340 3.77453
O2 0.06602 -5.54059 4.55529
H9 1.62505 -7.10162 5.96449
H10 1.19759 -5.84843 7.10788
H11 2.79934 -5.84775 6.38024
H12 1.65316 -4.26688 5.12445
H13 3.29275 -6.07898 4.04505
H14 2.29888 -5.03027 2.99656
H15 1.86607 -6.73510 3.40972
H16 -0.19223 -4.80419 3.99615
C7 -6.01354 1.31641 -4.12736
C8 -6.27844 2.74893 -4.70676
C9 -5.53544 3.72411 -3.83390
O3 -5.64281 2.70166 -5.96941
H17 -6.47976 0.55320 -4.75045
H18 -6.32914 1.29072 -3.08436
H19 -4.94714 1.09859 -4.06866
H20 -7.36447 2.78286 -4.79326
H21 -6.04964 3.70363 -2.87303
H22 -5.76108 4.71343 -4.23194
H23 -4.48301 3.55894 -3.60320
H24 -6.14036 2.24325 -6.65052
C10 -1.84184 -6.17520 -4.98157
C11 -1.99892 -5.17909 -3.84381
C12 -3.44355 -5.15243 -3.34887
O4 -1.10094 -5.41738 -2.79199
H25 -0.88542 -5.94512 -5.45104
H26 -2.55215 -6.02958 -5.79544
H27 -1.90883 -7.21502 -4.66164
H28 -1.75533 -4.14731 -4.09717
H29 -3.63796 -4.26520 -2.74626
H30 -3.61582 -6.07751 -2.79874
H31 -4.12353 -5.21963 -4.19811
H32 -1.15638 -4.84523 -2.02312
C13 6.55371 -1.71126 -0.49649
C14 7.92104 -1.55295 -1.10631
C15 7.79603 -1.76002 -2.61537
O5 8.26999 -0.17293 -0.95057
H33 5.81881 -1.06360 -0.97458
H34 6.74154 -1.40144 0.53154
H35 6.09638 -2.69030 -0.35350
H36 8.62351 -2.28874 -0.71486
H37 7.23813 -0.95954 -3.10125
H38 7.24893 -2.66993 -2.86205
H39 8.82240 -1.74214 -2.98189
H40 8.61220 0.03377 -0.07778
C16 -1.21469 0.18644 -8.20850
C17 -0.13896 1.19723 -7.69662
C18 1.24647 0.89967 -8.29814
O6 -0.69284 2.37631 -8.09655
H41 -1.50218 0.11594 -9.25754
H42 -2.05804 0.31014 -7.52912
H43 -0.94282 -0.85975 -8.06821
H44 -0.14012 1.13540 -6.60837
H45 1.45515 0.89030 -9.36794
H46 1.57566 -0.03335 -7.84074
H47 2.02566 1.42348 -7.74444
H48 -1.62285 2.31706 -7.86597
C19 1.61856 6.29260 -3.37133
C20 1.79663 7.52485 -4.32547
C21 0.46786 8.31490 -4.48496
O7 2.85221 8.38271 -3.83178
H49 2.51119 5.66964 -3.31450
H50 0.84241 5.67506 -3.82338
H51 1.33656 6.62364 -2.37184
H52 2.14387 7.12061 -5.27632
H53 0.64612 9.19668 -5.10041
H54 0.41976 8.66400 -3.45349
H55 -0.34858 7.66406 -4.79787
H56 2.58705 8.77705 -2.99765
C22 -1.60996 -0.33800 9.45067
C23 -3.14310 -0.69391 9.77115
C24 -3.33553 -1.95617 10.59568
O8 -3.65389 0.32844 10.61221
H57 -1.18822 -1.21903 8.96693
H58 -1.06481 -0.14431 10.37446
H59 -1.60341 0.53127 8.79308
H60 -3.78062 -0.83794 8.89884
H61 -4.37966 -2.26907 10.59667
H62 -2.98782 -1.81309 11.61877
H63 -2.77947 -2.77169 10.13327
H64 -3.12614 0.55237 11.38224
C25 0.50418 0.67932 2.09839
C26 -0.36880 -0.10717 1.21288
C27 -0.32854 0.31594 -0.21615
O9 -0.02820 -1.44922 1.31268
H65 1.53778 0.68487 1.75235
H66 0.51993 0.13478 3.04249
H67 0.08758 1.67970 2.21588
H68 -1.39691 -0.14335 1.57316
H69 -0.99675 1.16215 -0.37593
H70 -0.78990 -0.51343 -0.75223
H71 0.70096 0.37812 -0.56876
H72 0.84314 -1.56427 0.92655
C28 -6.66353 -4.41270 4.26415
C29 -6.36266 -2.98750 3.77829
C30 -6.03913 -2.93634 2.32051
O10 -7.45766 -2.23963 3.93606
H73 -7.00853 -4.35382 5.29642
H74 -5.79730 -5.05564 4.10805
H75 -7.41491 -4.96647 3.70126
H76 -5.61257 -2.50416 4.40427
H77 -5.02010 -3.24781 2.09100
H78 -6.18261 -1.93165 1.92289
H79 -6.67512 -3.70066 1.87394
H80 -7.19419 -1.38816 3.57939

Forces on atoms 1 to 6 (eV/Å):
C 0.692 -0.679 -0.506
C -0.152 1.164 0.781
C -0.851 0.005 -1.000
O -0.055 -0.054 -0.214
H -0.244 0.414 -0.309
H -0.218 -0.378 -0.162

- multiplicity = 1
- E_HOMO (Eh) = -0.3669
- E_LUMO (eV) = 0.0

***

No. 2
This record from OMol25 describes a cluster of 9 separate species, C30H83N5O14 in total in a non-equilibrium geometry. The level of theory is wB97M-V/def2-TZVPD.

CARTESIAN COORDINATES (ANGSTROEM)
C1 -6.25076 -10.99162 3.99941
O1 -7.36950 -10.23545 4.41374
C2 -8.49365 -10.27868 3.48690
C3 -9.66241 -9.54736 4.12247
N1 -10.82624 -9.45046 3.20388
C4 -11.96746 -9.09176 4.02125
C5 -13.23590 -9.59915 3.45530
O2 -13.28459 -10.97528 3.69941
C6 -14.43548 -11.61738 3.00151
H1 -5.61429 -10.46389 3.28911
H2 -6.46354 -11.84845 3.36014
H3 -5.70301 -11.28874 4.89370
H4 -8.78017 -11.32733 3.40738
H5 -8.21590 -9.92575 2.49373
H6 -9.32094 -8.61480 4.57170
H7 -9.85235 -10.15526 5.00707
H8 -11.07773 -10.39930 2.96606
H9 -12.04061 -8.00542 4.07257
H10 -11.92003 -9.39911 5.06596
H11 -13.43619 -9.34614 2.41417
H12 -14.12048 -9.27315 4.00242
H13 -14.46771 -12.64036 3.37644
H14 -14.36558 -11.56218 1.91516
H15 -15.34567 -11.15957 3.38887
C7 0.21149 8.36060 2.66549
O3 -0.66706 8.48664 3.79821
C8 -0.14089 8.43720 5.07629
C9 -1.05162 7.53820 5.99789
N2 -1.39349 6.29627 5.27887
C10 -2.25860 5.45021 6.15254
C11 -2.18098 4.02098 5.68420
O4 -0.83570 3.62029 5.72105
C12 -0.60911 2.22758 5.68758
H16 1.16021 8.83252 2.92110
H17 -0.15046 8.87982 1.77807
H18 0.12830 7.30983 2.38789
H19 0.12017 9.41429 5.48282
H20 0.73323 7.78754 5.03215
H21 -1.91448 8.18455 6.15849
H22 -0.56492 7.33637 6.95207
H23 -0.58038 5.80345 4.93818
H24 -3.24381 5.87674 5.96404
H25 -2.08564 5.47342 7.22848
H26 -2.63550 4.00979 4.69356
H27 -2.89676 3.41173 6.23609
H28 -0.89081 1.73597 4.75641
H29 -1.10158 1.63331 6.45727
H30 0.47521 2.12127 5.65487
C13 11.19198 6.28135 -4.29165
O5 10.24694 5.46459 -3.62232
C14 10.29450 5.40221 -2.20623
C15 9.31572 6.43310 -1.47570
N3 9.22069 6.08791 -0.07399
C16 8.41653 4.87396 0.22253
C17 8.38484 4.57332 1.75139
O6 7.62019 5.53133 2.41296
C18 7.70825 5.55262 3.79139
H31 10.97356 7.33065 -4.49009
H32 11.15262 6.00968 -5.34652
H33 12.19398 6.09381 -3.90574
H34 11.35519 5.53496 -1.99314
H35 10.11339 4.39884 -1.82080
H36 8.34317 6.55518 -1.95249
H37 9.83412 7.37582 -1.65074
H38 8.79740 6.86349 0.41530
H39 8.83923 4.02428 -0.31364
H40 7.40373 5.04995 -0.13989
H41 9.42873 4.50526 2.05757
H42 7.87340 3.61864 1.87437
H43 7.32643 6.53243 4.07824
H44 8.71179 5.35459 4.16794
H45 7.01658 4.80592 4.18144
C19 10.57096 -1.41567 -3.05794
O7 9.62414 -1.69100 -4.10629
C20 10.02484 -2.17088 -5.32949
C21 8.72363 -2.68600 -5.98901
N4 7.85331 -1.54041 -6.17188
C22 6.44216 -1.93043 -6.42100
C23 5.64985 -2.13385 -5.06961
O8 5.89038 -1.13661 -4.11816
C24 5.30876 -1.47209 -2.88039
H46 10.08818 -1.31606 -2.08578
H47 11.06425 -0.46294 -3.25049
H48 11.33815 -2.18523 -2.97255
H49 10.63921 -3.02882 -5.05642
H50 10.74532 -1.51616 -5.81974
H51 8.43129 -3.47075 -5.29130
H52 9.12695 -3.12638 -6.90087
H53 7.72246 -1.22339 -5.22189
H54 6.42574 -2.77356 -7.11163
H55 6.02466 -1.01517 -6.84061
H56 6.05630 -3.07490 -4.69905
H57 4.60537 -2.37835 -5.26294
H58 4.22316 -1.50265 -2.78731
H59 5.69696 -0.96967 -1.99442
H60 5.64792 -2.49089 -2.69300
C25 0.33879 2.78358 -4.16191
O9 -0.70676 1.90647 -3.75105
C26 -1.69813 2.50626 -2.90503
C27 -2.95791 1.82334 -3.14047
N5 -3.03720 0.41738 -2.68340
C28 -2.93977 0.27904 -1.19729
C29 -3.30052 -1.16598 -0.72318
O10 -2.27060 -2.02655 -1.25821
C30 -2.69830 -3.38814 -1.08063
H61 0.02519 3.82087 -4.27934
H62 0.82384 2.36604 -5.04423
H63 1.07098 2.82827 -3.35569
H64 -1.86587 3.54804 -3.17833
H65 -1.33664 2.50570 -1.87672
H66 -3.18852 1.88992 -4.20372
H67 -3.74829 2.49727 -2.81001
H68 -2.23458 -0.00402 -3.12872
H69 -3.69112 0.95869 -0.79525
H70 -1.92036 0.58486 -0.96198
H71 -4.29622 -1.52905 -0.97788
H72 -3.18649 -1.32877 0.34854
H73 -1.89872 -4.05674 -1.39959
H74 -3.47435 -3.62683 -1.80787
H75 -3.05535 -3.73201 -0.10987
O11 -8.42254 0.85108 -1.87544
H76 -7.60359 0.83479 -2.37071
H77 -8.83892 0.01202 -2.07252
O12 -9.13658 -4.17098 -3.39203
H78 -9.21999 -5.05520 -3.74902
H79 -8.19866 -3.98388 -3.43112
O13 -11.30206 -3.90714 0.82582
H80 -11.53292 -4.81167 1.03739
H81 -10.66981 -3.98174 0.11101
O14 1.36747 10.73306 -7.02023
H82 2.24614 11.10286 -6.93410
H83 1.49479 9.92518 -7.51758

Forces on atoms 1 to 6 (eV/Å):
C 0.069 0.116 -0.551
O -0.828 -0.025 -0.817
C 0.860 -0.270 0.703
C 0.726 -0.620 -0.182
N 0.675 -0.323 1.465
C -0.470 1.876 0.049

- multiplicity = 1
- E_HOMO (Eh) = -0.3137
- E_LUMO (eV) = 0.3

***

No. 3
This record from OMol25 describes a cluster of 10 separate species, C30H85N5O15 in total in a non-equilibrium geometry. The level of theory is wB97M-V/def2-TZVPD.

CARTESIAN COORDINATES (ANGSTROEM)
C1 -7.29916 1.00689 0.12947
O1 -6.34713 1.89279 0.70047
C2 -6.05454 1.55268 2.01774
C3 -4.82725 2.32282 2.48235
N1 -3.61222 1.87698 1.78572
C4 -2.41566 2.53348 2.31314
C5 -1.16163 2.11450 1.56681
O2 -1.21806 2.63326 0.26241
C6 -0.00273 2.60110 -0.43939
H1 -6.90630 -0.01675 0.11818
H2 -7.44764 1.31822 -0.90228
H3 -8.24975 1.04637 0.67096
H4 -5.89956 0.46689 2.11454
H5 -6.91704 1.78658 2.67049
H6 -4.76996 2.11624 3.55559
H7 -5.05553 3.39428 2.34807
H8 -3.70590 2.20827 0.82589
H9 -2.30229 2.30299 3.37607
H10 -2.49648 3.62761 2.20434
H11 -1.02112 1.02006 1.60968
H12 -0.32947 2.47894 2.19725
H13 0.51817 1.64294 -0.30098
H14 0.69046 3.38155 -0.09735
H15 -0.20546 2.75285 -1.49520
C7 5.43036 -1.45177 -3.41090
O3 4.68063 -2.55692 -3.83741
C8 4.67515 -2.71166 -5.23628
C9 3.85684 -1.68363 -5.98877
N2 2.42923 -1.88836 -5.85855
C10 1.64712 -0.81781 -6.43243
C11 0.25815 -1.28925 -6.75982
O4 0.35408 -2.49542 -7.46147
C12 -0.91086 -3.06745 -7.69722
H16 5.05114 -0.49759 -3.79065
H17 6.49534 -1.58884 -3.62050
H18 5.31070 -1.38248 -2.32297
H19 4.28036 -3.70873 -5.44965
H20 5.70950 -2.72002 -5.60951
H21 4.14584 -1.73799 -7.05661
H22 4.16895 -0.67763 -5.69839
H23 2.14682 -2.78055 -6.23996
H24 2.08891 -0.35288 -7.33226
H25 1.55636 0.02486 -5.72943
H26 -0.25587 -0.53385 -7.36751
H27 -0.31590 -1.39594 -5.82806
H28 -0.77753 -3.93657 -8.33459
H29 -1.60327 -2.34505 -8.13971
H30 -1.35923 -3.41963 -6.75447
C13 1.52924 -1.56837 0.02574
O5 1.21792 -1.40360 1.38949
C14 -0.16958 -1.52350 1.62081
C15 -0.44233 -1.35649 3.11451
N3 -1.83954 -1.68563 3.37972
C16 -2.25004 -1.43101 4.75940
C17 -3.75818 -1.58633 4.87550
O6 -4.46634 -0.66304 4.07851
C18 -4.49911 0.63650 4.59509
H31 1.16699 -0.72294 -0.58019
H32 1.05379 -2.46538 -0.39572
H33 2.60968 -1.62839 -0.08820
H34 -0.61154 -2.44125 1.21269
H35 -0.67482 -0.67703 1.11174
H36 -0.25529 -0.28867 3.30629
H37 0.26544 -1.98647 3.64983
H38 -2.41113 -1.11257 2.76683
H39 -2.00496 -0.39515 5.05206
H40 -1.75826 -2.12763 5.43666
H41 -4.04397 -1.45513 5.93256
H42 -4.06155 -2.58319 4.56310
H43 -3.51150 1.10737 4.68005
H44 -4.96769 0.65659 5.59092
H45 -5.09310 1.26596 3.93356
C19 8.41390 1.03676 4.74212
O7 7.39926 1.69150 4.02999
C20 6.33170 0.81258 3.70304
C21 5.25324 1.65430 3.12224
N4 4.14976 0.84890 2.64365
C22 3.06993 1.62014 2.07506
C23 2.24371 2.40374 3.06753
O8 1.46835 1.48060 3.81053
C24 0.79204 2.09290 4.89013
H46 9.27883 1.70582 4.73960
H47 8.67913 0.11033 4.22866
H48 8.14879 0.90714 5.79557
H49 5.96421 0.31008 4.60977
H50 6.71851 0.07548 2.98711
H51 5.68145 2.25132 2.30771
H52 4.98066 2.40935 3.87663
H53 3.85551 0.19248 3.35495
H54 2.41395 0.99447 1.46259
H55 3.49963 2.33301 1.35873
H56 1.63670 3.14614 2.53421
H57 2.90396 2.92385 3.77623
H58 0.20486 2.94492 4.53462
H59 1.48042 2.35719 5.69840
H60 0.10122 1.34310 5.28735
C25 -0.73710 -0.14581 -3.32493
O9 -2.07873 0.27958 -3.24460
C26 -2.75204 -0.13720 -2.07589
C27 -2.58596 -1.61834 -1.67533
N5 -3.42964 -1.98451 -0.55781
C28 -4.83419 -1.80321 -0.74566
C29 -5.55725 -2.28078 0.47853
O10 -6.89923 -1.89438 0.32377
C30 -7.76588 -2.66925 1.08320
H61 -0.29715 0.40124 -4.15765
H62 -0.64115 -1.21845 -3.53261
H63 -0.18563 0.07346 -2.40453
H64 -3.80293 0.11562 -2.21712
H65 -2.40710 0.47209 -1.23072
H66 -1.53974 -1.72599 -1.38313
H67 -2.80317 -2.25346 -2.54177
H68 -3.08630 -1.55282 0.29111
H69 -5.11622 -2.49351 -1.54692
H70 -5.12963 -0.77807 -0.97529
H71 -5.11842 -1.86285 1.39506
H72 -5.50380 -3.37574 0.50870
H73 -7.66831 -3.74741 0.86185
H74 -8.79210 -2.40617 0.83749
H75 -7.57730 -2.54439 2.15883
O11 2.95766 1.31510 -1.71899
H76 3.64223 0.87339 -1.19310
H77 2.42263 0.58217 -2.08584
O12 4.86925 0.07350 -0.01440
H78 5.57500 -0.56095 0.13746
H79 4.66276 0.44261 0.87617
O13 5.65148 3.49038 -2.56467
H80 5.59497 2.94191 -1.77236
H81 6.18699 2.98366 -3.18296
O14 2.19728 -1.03290 -3.10791
H82 2.92644 -1.57347 -2.78073
H83 2.26318 -1.11973 -4.07978
O15 3.07838 4.15113 -1.55676
H84 2.77991 3.23189 -1.46237
H85 3.78041 4.09455 -2.22258

Forces on atoms 1 to 6 (eV/Å):
C 0.509 0.028 -0.272
O -0.086 0.143 -0.505
C -0.006 -0.122 0.332
C -0.535 1.211 -1.191
N -0.296 0.378 0.329
C -0.150 0.059 -0.507

- multiplicity = 1
- E_HOMO (Eh) = -0.3069
- E_LUMO (eV) = 0.3

***

Let's list electronic energy in order: -52877.34111, -68559.97377, -70644.21307 eV.